Entry 1:
# C4H9N3O

A cluster of 2 separate species, C4H9N3O in total at a distorted geometry (ωB97M-V with the def2-TZVPD basis set, the Open Molecules 2025 dataset).

XYZ file:
```
17
Properties=species:S:1:pos:R:3:mulliken_charge:R:1
C 2.62 1.17 -0.02 -0.8850
C 1.81 -0.22 -0.19 0.4228
C -1.59 -1.35 -0.01 -0.1272
C -2.67 -0.23 -0.04 -0.2520
H 1.99 2.20 -0.50 0.2403
H 3.64 1.05 -0.36 0.3283
H 2.40 1.55 1.11 0.2496
H 2.32 -2.10 0.10 0.2587
H 0.15 0.65 0.32 0.2762
H -2.00 -2.19 0.50 0.3396
H -3.40 -0.11 -0.79 0.3632
H -2.99 -0.23 1.04 0.1924
H -3.05 1.67 0.14 0.3463
N 2.79 -1.22 0.00 -0.6268
N 0.42 -0.33 -0.76 -0.1556
N -0.31 -1.43 -0.29 -0.4318
O -2.12 1.12 -0.24 -0.5389
```

Properties
Energy relative to the best compared isomer or geometry (same formula, charge and spin) (kcal/mol): 199.1
HOMO energy (eV): -9.13
Kohn-Sham gap (eV): 9.0

***

Entry 2:
# CH5S3

A cluster of 2 separate species, CH5S3 in total at a distorted geometry (ωB97M-V with the def2-TZVPD basis set, the Open Molecules 2025 dataset).

XYZ file:
```
9
Properties=species:S:1:pos:R:3:mulliken_charge:R:1
S 2.45 -1.26 -2.26 -0.4075
H 1.45 -1.36 -3.14 0.0732
C -1.53 0.53 1.33 -0.7236
S -0.37 1.19 0.01 -0.1489
S 1.38 0.36 0.53 -0.6060
H -1.73 1.40 1.95 0.2125
H -2.39 0.28 0.71 0.2094
H -1.04 -0.25 1.89 0.2620
H 1.77 -0.88 -1.03 0.1288
```

Properties
Energy relative to the best compared isomer or geometry (same formula, charge and spin) (kcal/mol): 9.6
HOMO energy (eV): -2.49
Kohn-Sham gap (eV): 6.1
Total charge: -1

***

Entry 3:
# C5H8OS2

An isolated molecule of C5H8OS2 at a distorted geometry (ωB97M-V with the def2-TZVPD basis set, the Open Molecules 2025 dataset).

XYZ file:
```
16
Properties=species:S:1:pos:R:3:mulliken_charge:R:1
C 1.33 -0.09 1.19 -1.1751
C 0.72 -0.23 -0.17 0.6749
S 0.08 -1.95 -0.44 -0.1357
C -1.54 -1.26 0.50 -0.5583
O -1.46 0.19 0.78 -0.4059
C -0.66 0.53 -0.32 -0.0909
C 0.60 1.23 -0.72 -0.2065
S 0.96 1.90 -2.35 -0.2150
H 0.97 0.92 1.66 0.3159
H 0.88 -1.02 1.69 0.2629
H 2.33 -0.34 1.07 0.3763
H -2.40 -1.38 -0.17 0.3887
H -1.73 -1.83 1.46 0.3159
H -1.17 0.28 -1.30 0.1575
H 1.15 2.00 -0.09 0.1764
H -0.06 1.04 -2.79 0.1190
```

Properties
Energy relative to the best compared isomer or geometry (same formula, charge and spin) (kcal/mol): 115.6
HOMO energy (eV): -8.94
Kohn-Sham gap (eV): 9.6
Structure (SMILES): C[C@@]12SCO[C@H]1[C@@H]2S

***

Entry 4:
# C16H36Br12O12S4

A structure of composition C16H36Br12O12S4 at a distorted geometry (ωB97M-V with the def2-TZVPD basis set, the Open Molecules 2025 dataset).

XYZ file:
```
80
Properties=species:S:1:pos:R:3:mulliken_charge:R:1
O 10.86 26.43 25.86 -0.6660
S 10.47 26.55 24.49 1.2210
O 9.16 26.12 24.12 -0.6283
O 10.72 28.09 24.11 -0.3660
C 10.19 28.52 22.88 0.7529
C 10.72 29.88 22.46 -1.4178
C 11.66 25.72 23.42 -0.5795
H 9.09 28.52 22.74 0.3577
H 10.40 27.83 22.05 -0.4817
H 10.39 30.67 23.14 0.4070
H 10.49 30.16 21.44 0.3213
H 11.80 29.77 22.59 0.3048
H 11.10 25.49 22.53 -0.0546
H 12.07 24.86 23.96 0.5121
H 12.54 26.35 23.29 0.2859
O 10.97 24.67 19.06 -0.3419
S 9.66 24.19 19.39 1.2386
O 9.49 23.38 20.56 -0.8537
O 8.67 25.42 19.57 -0.4348
C 9.23 26.77 19.62 1.1370
C 9.45 27.27 18.18 -0.0953
C 8.80 23.38 18.05 -0.9250
H 10.14 26.78 20.22 -1.1806
H 8.52 27.34 20.22 0.5200
H 9.59 26.42 17.53 0.1756
H 10.39 27.83 18.19 -0.0446
H 8.59 27.83 17.83 -0.0144
H 9.34 22.45 17.86 0.4102
H 8.76 24.01 17.16 0.1818
H 7.79 23.18 18.38 0.2484
O 14.79 27.78 20.43 -0.7557
S 13.48 27.46 19.95 1.0702
O 12.38 27.08 20.79 -0.3661
O 12.87 28.75 19.19 -0.2131
C 13.63 30.01 19.10 -0.3629
C 13.77 30.37 17.63 -1.0493
C 13.61 26.30 18.57 -0.5554
H 14.57 29.93 19.63 0.4067
H 13.05 30.74 19.68 0.2692
H 14.38 29.69 17.04 0.2570
H 14.19 31.39 17.66 0.4238
H 12.78 30.41 17.18 0.2282
H 14.10 25.40 18.91 0.3251
H 14.15 26.78 17.75 0.3307
H 12.59 26.15 18.22 0.0031
O 5.71 21.65 17.69 -0.6074
S 5.74 21.66 16.27 1.1767
O 4.52 21.56 15.52 -0.6276
O 6.61 22.88 15.76 -0.0235
C 6.49 23.28 14.35 -0.2705
C 7.37 24.51 14.21 -1.1105
C 6.84 20.31 15.79 -1.0809
H 5.44 23.36 14.09 0.4097
H 7.01 22.50 13.79 0.3473
H 8.41 24.18 14.34 0.3293
H 7.15 25.33 14.88 0.0971
H 7.36 24.85 13.18 0.4090
H 6.66 19.46 16.44 0.4072
H 7.86 20.68 15.80 0.2577
H 6.63 19.84 14.83 0.3778
C 10.11 28.50 13.79 -0.4313
Br 8.17 28.67 14.03 -0.0541
Br 10.44 27.28 12.34 -0.0366
Br 11.08 27.88 15.38 0.0913
H 10.45 29.48 13.50 0.4083
C 4.50 25.77 16.54 -0.3692
Br 3.25 24.31 16.33 -0.0254
Br 5.74 25.29 17.98 0.0983
Br 3.44 27.39 16.89 -0.0736
H 5.01 25.94 15.61 0.3516
C 5.64 30.57 18.28 -0.3579
Br 6.06 28.77 18.87 0.0757
Br 7.19 31.21 17.26 -0.0610
Br 5.15 31.76 19.71 -0.0219
H 4.82 30.57 17.59 0.3487
C 12.53 21.99 20.82 0.4032
Br 13.96 23.29 21.24 -0.0848
Br 12.54 20.55 22.12 -0.0276
Br 12.88 21.38 19.02 -0.0775
H 11.57 22.49 20.86 -0.2495
```

Properties
HOMO energy (eV): -10.15
Kohn-Sham gap (eV): 9.4

***

Entry 5:
# C40H24BrCl7N6O4Ti

A structure of composition C40H24BrCl7N6O4Ti at a distorted geometry (ωB97M-V with the def2-TZVPD basis set, the Open Molecules 2025 dataset).

XYZ file:
```
83
Properties=species:S:1:pos:R:3:mulliken_charge:R:1
Ti -0.13 -1.29 -0.49 -2.1807
Cl -0.36 -5.15 -6.23 -0.2750
C -0.58 -3.83 -5.11 0.0114
C -0.16 -3.98 -3.80 -1.0407
C -0.33 -2.95 -2.88 -0.1538
N 0.11 -3.00 -1.56 1.0067
C 0.71 -4.07 -1.00 0.0234
O 0.89 -5.20 -1.44 -0.8424
C 1.29 -3.73 0.36 0.1890
C 1.94 -4.69 1.11 -0.5812
C 2.54 -4.30 2.30 -0.6563
C 2.50 -2.96 2.67 -1.1068
C 1.82 -2.06 1.87 -0.4931
N 1.19 -2.46 0.76 1.1178
C -0.96 -1.74 -3.27 0.1860
C -1.37 -1.62 -4.60 -0.7733
C -1.17 -2.64 -5.51 -0.1251
Cl -1.71 -2.40 -7.15 -0.2704
N -1.06 -0.72 -2.30 1.5243
C -1.81 0.38 -2.59 -0.5039
O -2.80 0.41 -3.31 -0.7232
C -1.37 1.72 -2.01 0.9306
C -2.36 2.64 -1.66 -0.7814
C -1.97 3.88 -1.20 -0.3541
C -0.62 4.18 -1.14 -0.9183
C 0.28 3.21 -1.56 -0.0548
N -0.08 2.00 -1.97 0.1184
H 0.30 -4.90 -3.48 0.6842
H 1.98 -5.70 0.74 0.5753
H 3.05 -5.03 2.92 0.3973
H 2.98 -2.61 3.58 0.4531
H 1.77 -1.01 2.09 0.6697
H -1.86 -0.72 -4.93 0.6034
H -3.39 2.36 -1.75 0.4718
H -2.71 4.60 -0.87 0.3748
H -0.27 5.13 -0.77 0.4161
H 1.35 3.42 -1.55 0.3270
O 2.43 0.50 -3.42 -0.8246
C 3.17 1.26 -2.60 0.5430
C 4.00 2.21 -3.20 -0.6305
C 4.82 3.02 -2.43 -0.3638
C 4.84 2.89 -1.05 -0.8956
C 4.02 1.93 -0.46 -0.4172
C 3.16 1.13 -1.20 -0.5867
C 2.29 0.14 -0.45 0.9169
O 1.52 -0.65 -1.27 -0.8670
N 1.43 0.85 0.53 -0.5170
N 0.07 0.44 0.49 2.3390
C -0.66 1.41 1.16 -2.0805
C -2.00 1.52 1.41 0.6776
Br -3.21 0.28 0.54 -0.0896
C -2.66 2.47 2.19 -1.5523
C -2.13 3.30 3.22 1.0558
C -2.94 4.35 3.74 -0.8261
C -2.52 5.18 4.75 -0.3967
C -1.26 5.04 5.32 -0.4677
C -0.45 4.02 4.84 -0.6596
C -0.85 3.18 3.82 -0.0752
H 1.83 -0.04 -2.84 0.3971
H 3.98 2.29 -4.28 0.4174
H 5.45 3.76 -2.92 0.3645
H 5.49 3.51 -0.44 0.3882
H 4.04 1.81 0.62 0.4079
H 2.98 -0.50 0.14 0.3902
H 1.49 1.86 0.42 0.3775
H -0.07 2.24 1.52 0.7843
H -3.72 2.59 2.00 0.1453
H -3.93 4.48 3.32 0.2962
H -3.19 5.96 5.10 0.3214
H -0.92 5.71 6.11 0.3508
H 0.54 3.87 5.28 0.3520
H -0.20 2.38 3.51 0.3125
Cl -2.86 -3.17 -1.12 -0.1647
C -2.34 -3.31 0.54 0.7749
C -1.53 -2.30 1.06 -1.0120
C -1.41 -2.37 2.45 1.0559
Cl -0.76 -1.02 3.33 -0.1361
C -1.86 -3.44 3.22 -0.1602
Cl -1.61 -3.49 4.94 -0.2348
C -2.53 -4.50 2.61 0.4606
Cl -3.03 -5.88 3.52 -0.2462
C -2.80 -4.41 1.25 0.0603
Cl -3.70 -5.68 0.48 -0.2314
```

Properties
Energy relative to the best compared isomer or geometry (same formula, charge and spin) (kcal/mol): 18.3
HOMO energy (alpha / beta) (eV): -0.60 / -0.60
Kohn-Sham gap (alpha / beta) (eV): 4.5 / 4.5
Total charge: -2

***

Entry 6:
# C4H11NO2

An isolated molecule of C4H11NO2 at a distorted geometry (ωB97M-V with the def2-TZVPD basis set, the Open Molecules 2025 dataset).

XYZ file:
```
18
Properties=species:S:1:pos:R:3:mulliken_charge:R:1
C -1.87 1.47 -0.55 -0.7554
N -0.23 1.08 -0.65 -0.5120
C -0.03 -0.22 -0.16 0.9542
C -0.14 -0.39 1.35 -1.5117
O -0.80 -1.18 -0.82 -0.5990
C 1.67 -0.51 -0.67 -0.7813
O 2.22 -1.61 0.02 -0.5112
H -1.91 2.54 -0.71 0.3346
H -2.41 0.96 -1.35 0.2643
H -2.31 1.22 0.42 0.2833
H 0.22 1.74 -0.03 0.3279
H -1.19 -0.40 1.67 0.4096
H 0.38 0.40 1.89 0.3259
H 0.27 -1.36 1.65 0.3958
H -0.46 -2.05 -0.55 0.3625
H 1.58 -0.79 -1.72 0.3270
H 2.30 0.37 -0.56 0.3706
H 2.73 -1.26 0.77 0.3149
```

Properties
Energy relative to the best compared isomer or geometry (same formula, charge and spin) (kcal/mol): 55.9
HOMO energy (eV): -8.52
Kohn-Sham gap (eV): 9.2
Structure (SMILES): CN[C@@](C)(O)CO

***

Entry 7:
# C3H5ClN2O2

A cluster of 2 separate species, C3H5ClN2O2 in total at a distorted geometry (ωB97M-V with the def2-TZVPD basis set, the Open Molecules 2025 dataset).

XYZ file:
```
13
Properties=species:S:1:pos:R:3:mulliken_charge:R:1
O 0.87 0.74 -0.35 -0.7257
N 0.53 0.15 -1.38 0.6779
O -0.48 0.83 -2.05 -0.4232
C 1.10 -0.85 -1.91 -0.2207
Cl 0.35 -1.50 -3.25 -0.1430
H -0.92 1.07 -1.22 0.4552
H 2.02 -1.26 -1.59 0.3686
C -0.29 0.07 2.38 -0.8616
C -1.16 0.21 1.27 0.5685
N -1.72 0.34 0.28 -0.5967
H -0.45 0.74 3.13 0.3520
H 0.66 0.40 2.03 0.2909
H -0.51 -0.93 2.67 0.2577
```

Properties
Energy relative to the best compared isomer or geometry (same formula, charge and spin) (kcal/mol): 129.2
HOMO energy (eV): -8.92
Kohn-Sham gap (eV): 9.7
Structure (SMILES): [O-]/[N+](O)=C/Cl.CC#N